66
Properties=species:S:1:pos:R:3:forces:R:3 method="wB97M-V/def2-TZVPD" charge=+1 spin_multiplicity=6 molar_mass_g_mol=662.828 orbital_gap_ev="4.374 / 4.976" total_energy_ha=-1942.74805 relative_energy_ev=0.499 e_homo_ev="-8.444 / -11.599" max_force_ev_per_a=5.2
O 0.259 -0.002 -6.204 -0.17 0.32 -0.97
C 0.068 1.295 -6.834 0.00 0.37 0.12
C -0.180 0.723 -8.235 0.12 -0.55 0.60
H 0.969 1.916 -6.767 -0.20 -0.06 0.19
H -0.800 1.813 -6.412 0.23 0.04 0.08
C 0.045 -0.648 -7.509 -0.12 -0.15 -0.77
H 0.592 0.973 -8.981 -0.49 -0.11 0.26
H -1.204 0.866 -8.618 0.55 -0.03 0.04
C 1.283 -1.396 -7.980 -0.04 -0.05 0.16
H 2.157 -0.736 -8.005 -0.15 -0.12 0.06
H 1.129 -1.805 -8.988 -0.03 0.15 0.21
H 1.482 -2.236 -7.306 0.08 0.10 -0.06
C -1.181 -1.544 -7.481 0.09 -0.03 0.10
H -2.065 -0.985 -7.153 0.14 -0.10 -0.02
H -1.006 -2.380 -6.795 -0.10 0.08 -0.04
H -1.382 -1.961 -8.476 0.07 0.13 0.17
Ir -0.421 -0.555 2.151 2.14 2.66 -3.07
C -2.213 -0.853 3.016 -0.78 0.59 0.08
C -1.885 0.564 3.167 -2.31 0.56 -0.32
C -2.034 1.190 1.871 -0.40 0.48 2.26
H -1.683 1.051 4.110 0.05 0.06 -0.24
C -2.468 0.208 0.940 -0.72 -2.13 0.33
C -2.541 -1.053 1.605 -1.92 0.59 -0.63
H -2.866 -2.005 1.179 0.15 0.47 0.05
H -2.238 -1.589 3.813 -0.45 0.24 -0.18
H -1.935 2.263 1.710 0.26 -0.45 -0.11
H -2.772 0.404 -0.084 0.40 -0.17 0.13
C 0.762 -1.710 3.321 1.15 -1.12 0.07
C -0.012 -2.568 2.411 0.86 -0.35 -0.12
C 0.526 -2.376 1.090 0.30 -1.30 -0.01
H -0.837 -3.212 2.711 0.45 0.01 -0.21
C 1.646 -1.481 1.173 -0.32 -0.55 0.79
C 1.812 -1.087 2.522 0.83 -1.32 0.71
H 2.616 -0.473 2.922 -0.41 -0.02 -0.21
H 0.656 -1.681 4.395 0.27 -0.08 -0.05
H 0.200 -2.927 0.212 0.06 0.34 0.19
H 2.321 -1.214 0.363 -0.45 0.17 0.12
O 0.044 0.278 -0.400 0.00 0.07 0.30
C -0.346 -0.604 -1.474 0.25 -0.36 -0.20
C -0.647 0.297 -2.666 -0.22 0.20 0.31
H -1.201 -1.230 -1.157 0.36 0.35 -0.08
H 0.511 -1.268 -1.681 -0.27 0.13 0.01
C 0.267 1.503 -2.396 0.32 -0.36 -0.12
H -1.695 0.618 -2.601 0.10 -0.07 -0.21
H -0.467 -0.191 -3.630 -0.05 0.17 0.18
C 0.212 1.630 -0.880 -0.23 0.34 -0.02
H -0.048 2.410 -2.917 0.10 -0.14 0.10
H 1.289 1.241 -2.697 -0.16 0.20 -0.06
H -0.671 2.222 -0.577 0.35 -0.12 0.00
H 1.119 2.054 -0.420 -0.41 -0.18 -0.17
O 2.270 3.985 6.103 0.26 -1.57 -1.18
S 2.562 2.623 5.664 0.35 -0.32 3.47
O 3.937 2.154 5.825 -1.63 0.56 -0.88
N 1.960 2.305 4.211 3.04 3.34 -0.82
C 1.009 1.373 4.182 -3.55 -3.45 1.47
O 0.588 1.139 2.952 0.65 0.78 0.51
C 0.618 0.840 5.509 0.39 0.76 -3.74
C -0.356 -0.109 5.898 -0.56 -0.74 1.02
C -0.516 -0.447 7.245 0.20 0.32 -0.93
C 0.297 0.159 8.222 0.38 0.35 0.01
C 1.270 1.114 7.816 -0.33 -0.21 -0.16
C 1.424 1.456 6.460 0.60 0.26 2.30
H -0.988 -0.601 5.167 0.17 0.16 0.25
H -1.277 -1.185 7.524 0.35 0.35 -0.07
H 0.149 -0.131 9.282 0.35 0.44 -0.86
H 1.887 1.572 8.579 0.04 0.06 -0.11